12
Properties=species:S:1:pos:R:3:forces:R:3:lowdin_charge:R:1 method="wB97M-V/def2-TZVPD" spin_multiplicity=1 total_charge=0 e_above_lowest_ev=0.745 molar_mass_da=72.1 homo_ha=-0.389 orbital_gap_ev=11.1 lumo_ev=0.541
O 0.303911 -1.833858 2.129127 0.0435 0.0884 -0.1870 -0.039
O -0.902839 0.179912 0.347067 -0.4920 0.3355 0.5183 -0.062
O -0.167549 2.678802 -0.645733 0.1585 0.6488 -0.5540 -0.063
O 0.191651 -0.306708 -2.002573 0.2064 -0.1995 -0.3867 -0.023
H 0.752731 2.678152 -0.382433 0.1557 0.0228 0.1047 0.026
H 0.504851 0.350182 -2.624363 -0.0088 0.4233 -0.0402 0.063
H -0.462849 -0.101798 -0.454983 0.1628 -0.3203 -0.5186 -0.026
H -0.493059 1.817972 -0.382573 -0.2752 -0.3764 0.5439 -0.033
H 0.316971 -1.181508 2.829487 0.1005 0.2196 0.2681 0.048
H 0.437001 -1.144668 -2.394793 0.0030 -0.3092 -0.0051 0.062
H -0.646759 -0.469458 1.002037 0.0430 -0.2699 0.2206 -0.001
H 0.165941 -2.667018 2.579737 -0.0973 -0.2631 0.0361 0.047